Entry from OMol25: a molecular structure, C34H68Cl6F2NO25PbS2 in a non-equilibrium geometry (ωB97M-V/def2-TZVPD).

Structure (XYZ):
```
139
Properties=species:S:1:pos:R:3:forces:R:3
Pb 1.090926 2.259083 0.573924 1.3 2.0 -0.2
N -0.250880 0.488755 0.222773 -0.3 -3.5 3.2
S -1.557624 0.626105 -0.660056 -0.1 -0.4 -4.8
O -2.372562 1.720654 -0.388400 -1.0 2.1 1.7
O -2.223586 -0.495883 -1.242190 1.4 -0.3 1.2
F -0.611104 1.237296 -1.878278 -0.9 -0.4 0.9
S -0.289749 -0.530570 1.572522 0.0 1.1 0.8
O 0.731305 -1.515577 1.599850 0.0 0.4 -0.8
O -1.603186 -0.850186 2.008926 0.3 0.5 -0.4
F 0.314129 0.596955 2.697878 -0.8 -1.3 -1.8
C 7.031461 1.248067 -0.064135 0.3 -0.7 -1.3
C 6.310394 0.356786 0.864875 0.0 -0.8 0.2
O 5.030002 0.967117 0.987960 -2.1 -0.1 0.4
C 4.045456 0.630886 1.831407 1.9 -0.3 0.2
O 3.031274 1.298003 1.842791 -0.5 -0.1 0.0
O 4.307918 -0.372168 2.676535 -1.7 1.1 -0.5
C 3.178723 -0.555419 3.661557 2.4 -2.2 0.0
H 8.006879 0.796028 -0.242680 0.2 0.3 0.0
H 7.105892 2.219918 0.374001 0.3 0.7 0.0
H 6.499467 1.276032 -1.026593 0.3 0.2 0.3
H 6.795100 0.386862 1.820087 0.2 -0.4 0.7
H 6.248548 -0.673470 0.481216 -0.2 0.3 0.3
H 2.371364 -1.176451 3.279333 0.2 0.4 -0.3
H 2.907030 0.350872 4.106352 -0.6 1.5 0.1
H 3.724563 -1.122147 4.423124 -0.4 -0.1 -0.1
C -1.188405 -4.762541 -0.428258 -1.2 0.1 -0.1
C 0.089355 -5.426063 -0.746720 2.0 0.8 -0.2
O 0.115648 -6.844340 -0.576571 -1.3 -0.5 0.0
C -0.061329 -7.259076 0.671802 2.0 1.3 1.5
O 0.032074 -6.534187 1.672735 -0.9 -0.9 -1.5
O -0.072380 -8.567337 0.712178 -0.8 -0.7 0.2
C -0.328049 -9.146591 2.015684 0.0 -0.6 -0.3
H -1.980217 -5.247822 -0.992919 -0.3 0.0 0.1
H -1.281512 -3.683638 -0.643603 0.6 -0.4 -0.1
H -1.309543 -4.900186 0.627726 -0.7 0.1 0.6
H 0.862528 -5.074347 -0.049429 0.1 0.3 -0.4
H 0.382104 -5.267438 -1.783581 0.1 -0.1 0.1
H 0.101103 -10.165386 1.970439 -0.4 0.6 0.0
H -1.407544 -9.155669 2.236080 0.4 -0.2 -0.3
H 0.147360 -8.561893 2.782521 0.4 0.2 0.2
C 3.290970 -2.963727 -1.050175 -0.7 0.1 0.9
C 2.752315 -1.556195 -0.856526 -0.7 -1.3 0.2
O 3.692497 -0.735091 -1.566825 -0.7 0.4 0.2
C 3.400699 0.511681 -1.549719 -0.6 4.3 -0.4
O 2.371900 1.140644 -1.130193 2.4 -2.7 -1.0
O 4.398984 1.225108 -2.119246 -1.3 -1.3 0.9
C 4.179715 2.614734 -2.285441 1.7 0.9 -0.3
H 4.245740 -3.114183 -0.550814 0.2 0.2 -0.2
H 3.335509 -3.216264 -2.107521 0.0 0.0 0.0
H 2.594312 -3.619530 -0.527856 -0.1 -0.3 -0.2
H 2.723786 -1.218787 0.198951 0.0 -0.3 -0.6
H 1.712635 -1.498730 -1.286600 1.1 0.3 0.2
H 3.295054 2.855129 -2.839027 -0.5 -0.2 -0.4
H 5.092283 2.864882 -2.838214 -0.5 0.4 -0.2
H 4.219033 3.250838 -1.393333 -0.2 -0.7 0.3
C -0.928449 1.633212 -7.180275 -0.1 0.0 0.8
C -2.337955 2.206775 -6.968850 0.5 -0.3 -0.3
O -2.688083 2.692267 -5.637982 0.3 -1.7 0.6
C -3.085015 1.701346 -4.771590 -1.0 -0.7 -1.1
O -3.015799 0.496886 -4.959634 0.5 1.5 0.0
O -3.740190 2.265475 -3.764966 0.3 -0.5 0.7
C -4.596826 1.349941 -2.958491 1.5 1.3 0.3
H -0.224988 2.166158 -6.536643 0.2 -0.1 -0.1
H -0.578605 1.708075 -8.216896 -0.3 0.2 0.2
H -0.938549 0.562813 -6.912945 0.2 0.5 0.0
H -2.983036 1.412540 -7.297064 -0.9 -0.1 0.3
H -2.539463 3.063291 -7.578071 0.1 0.5 -0.4
H -4.145110 0.398230 -2.711112 0.5 0.0 -0.2
H -5.428155 1.193043 -3.589296 -1.3 -0.2 -0.2
H -4.750037 1.932235 -2.035636 -0.4 -0.4 -0.6
C 1.623332 6.223237 2.844465 -0.2 0.3 -2.6
C 1.341236 5.313683 3.940070 0.3 0.0 1.8
O -0.070891 5.028442 4.026700 -0.1 -0.4 -0.2
C -0.471098 3.958963 3.360236 -1.3 0.2 -0.1
O 0.198667 3.236464 2.622371 -0.2 0.8 0.9
O -1.769549 3.778619 3.585211 0.7 0.7 0.3
C -2.419192 2.771887 2.826621 -0.1 -1.0 -0.7
H 1.358084 5.606072 1.969991 0.1 0.9 -0.4
H 2.648739 6.584878 2.708205 -0.1 -0.5 0.5
H 0.996662 7.116081 2.868392 -0.1 -0.1 0.0
H 1.661285 5.793945 4.858025 -0.4 -0.4 0.6
H 1.786956 4.351956 3.839230 0.9 -0.5 0.0
H -3.437819 2.607358 3.195624 0.5 0.3 0.2
H -1.841291 1.845838 2.901380 -0.3 0.0 0.1
H -2.469703 3.045077 1.769312 0.0 0.2 0.1
C -3.226117 6.643188 0.309324 -0.6 0.0 0.8
C -1.829517 7.191338 0.301143 -0.1 -0.9 1.0
O -0.849022 6.107822 0.300016 0.0 0.3 -0.6
C -0.738253 5.284945 -0.728958 -0.2 0.2 0.7
O 0.054667 4.359136 -0.627317 -0.2 -0.1 -0.7
O -1.540785 5.558601 -1.746303 1.2 -1.5 -0.5
C -1.466340 4.571108 -2.869635 0.1 0.8 0.2
H -3.481554 6.067387 -0.567527 -0.1 0.3 -0.4
H -3.914505 7.471636 0.465702 -0.1 0.1 -0.4
H -3.431044 5.994095 1.152487 0.3 -0.2 0.4
H -1.563454 7.662826 1.252347 -0.3 0.2 -0.3
H -1.733308 7.874392 -0.516275 0.7 0.3 -0.6
H -0.458164 4.343395 -3.221224 0.1 0.5 0.4
H -2.011104 5.095371 -3.626765 -0.3 0.0 -0.5
H -1.932333 3.631550 -2.627058 -0.4 -0.1 0.5
C 0.384531 -0.382837 -3.989170 1.2 0.2 -0.3
C -0.220345 -1.762275 -3.989811 0.3 0.2 -1.0
O 0.915463 -2.686654 -3.826620 -1.4 -0.2 -0.2
C 0.642681 -3.987216 -4.133109 -0.9 0.6 0.2
O -0.455430 -4.490695 -4.211798 0.7 0.4 0.0
O 1.799482 -4.571461 -4.301291 1.3 -1.2 -0.2
C 1.836251 -5.996219 -4.694225 -1.0 1.5 0.6
H -0.325090 0.421065 -4.184164 -0.1 -0.3 0.0
H 1.158046 -0.364672 -4.785480 -0.6 0.0 0.1
H 0.966352 -0.135442 -3.101909 -0.3 -0.1 0.3
H -0.677158 -1.871056 -4.966123 0.3 -0.5 -0.6
H -1.090144 -1.952920 -3.384592 0.3 -0.1 1.2
H 1.157369 -6.102455 -5.517665 -0.2 -0.3 -0.5
H 1.483704 -6.603188 -3.865250 0.2 -0.1 0.1
H 2.850615 -6.178708 -4.977869 0.5 -0.2 0.0
Cl -0.784516 0.476255 8.263584 -0.3 0.6 0.7
C -0.645701 -0.372622 6.731117 1.1 -0.3 0.5
C -1.154592 0.396199 5.562446 -0.1 -0.2 -0.2
Cl -2.887063 0.806646 5.722778 0.1 -0.2 -0.3
H -1.053490 -1.355545 6.909619 -0.3 -0.2 -0.4
H 0.438619 -0.465282 6.625488 -0.1 -0.3 -0.4
H -0.946990 -0.191071 4.655023 -0.5 0.3 0.2
H -0.611460 1.328745 5.526700 0.0 0.3 -0.2
Cl 0.877554 -3.036233 4.482255 -0.5 -0.7 -0.5
C 0.145328 -4.347212 3.408626 0.1 -0.2 0.0
C -1.217922 -4.798431 3.900715 -0.2 -0.4 -0.3
Cl -2.604946 -3.755259 3.423235 0.4 0.2 0.1
H 0.840171 -5.207350 3.387644 -0.4 0.6 0.3
H 0.094721 -3.967660 2.391421 0.1 0.2 0.1
H -1.216004 -4.877471 4.973534 -0.1 0.1 0.4
H -1.506385 -5.772217 3.484663 0.6 0.3 0.0
Cl -5.724739 -0.018807 -0.020393 0.0 -0.5 0.5
C -5.592875 -0.964669 1.542094 -0.3 1.2 -0.3
C -4.953583 -0.063565 2.594390 0.5 -1.2 -0.4
Cl -5.878414 1.388878 2.984199 0.0 -0.1 0.1
H -4.973562 -1.831575 1.344739 0.1 0.0 0.0
H -6.607371 -1.254307 1.801813 0.0 -0.1 0.0
H -3.973156 0.206512 2.216188 0.1 0.4 0.0
H -4.752645 -0.672345 3.482533 -0.4 0.3 0.1
```
Forces are in eV/Å.

Output
**Energy**: -196521.483 eV
**Orbital gap**: 10.13 eV
**Net charge**: +1
**HOMO energy**: -12.2 eV
**2S+1**: 1